Formula: H20O10
Source: the OMol25 dataset
Level of theory: ωB97M-V with the def2-TZVPD basis set

Output
Total charge: -1
HOMO level (spin up / spin down), eV: 0.6 / -7.5
2S+1: 2
Energy above the lowest of the compared OMol25 structures with the same formula, charge and spin, kcal per mole: 46.7
E_LUMO (spin up / spin down), eV: 2.8 / 2.6

```
30
H20O10, DFT ωB97M-V with the def2-TZVPD basis set
O -1.56121 -1.51486 2.26482
H -2.12098 -1.76939 3.00105
H -1.84489 -0.66902 1.94577
O 0.19260 2.62350 -2.58225
H -0.72853 2.88064 -2.58305
H 0.28049 2.10539 -1.78696
O 0.88250 -2.25928 1.73379
H -0.06309 -2.13619 1.54871
H 1.26593 -2.73327 0.99205
O -1.20243 -1.75647 -2.52263
H -1.25928 -1.50615 -3.45213
H -0.62651 -2.51718 -2.49706
O 1.42703 0.28951 1.92997
H 0.82861 -0.43862 1.65539
H 1.98548 -0.09150 2.60231
O 2.97415 0.77500 -1.12816
H 2.29719 1.09472 -0.49824
H 3.63671 0.13061 -0.93562
O -1.20348 1.85752 -0.00762
H -1.08634 1.31636 0.78032
H -1.58425 2.65614 0.34847
O -0.29698 3.02251 2.28536
H 0.43980 3.23875 1.69985
H -0.85333 3.82291 2.35625
O 2.01318 -1.99016 -2.16331
H 2.41675 -2.69840 -2.70270
H 1.92532 -1.09069 -2.53054
O -2.88057 -0.89768 0.40381
H -2.69677 -0.06471 -0.05692
H -2.55710 -1.67999 -0.10073
```

Atom charges from the Löwdin analysis, given in e for atoms 1 to 4:
1 O -0.097
2 H 0.052
3 H -0.003
4 O -0.112

---

Formula: C3H10N4
Source: the OMol25 dataset
Level of theory: ωB97M-V with the def2-TZVPD basis set

Output
Total charge: +2
HOMO level, eV: -15.8
Energy above the lowest of the compared OMol25 structures with the same formula, charge and spin, kcal per mole: 81.5
E_LUMO, eV: -8.7

```
17
C3H10N4, DFT ωB97M-V with the def2-TZVPD basis set
C 7.03369 0.35535 0.62264
C -10.03529 -0.84039 0.02045
C -10.26971 1.78208 0.15274
N -9.98849 -1.97672 0.13115
N 6.62544 1.11306 -0.39060
N 7.29021 -0.89442 0.68749
N 7.18509 -1.77225 -0.45260
H 7.18471 0.84838 1.57606
H -10.64884 1.72396 1.16384
H -9.21274 1.93278 -0.01325
H -10.95966 1.79381 -0.67675
H -9.98082 -2.98099 0.17451
H 6.52140 2.10754 -0.26188
H 6.46344 0.76286 -1.32328
H 7.80750 -1.50254 -1.23487
H 7.49982 -2.69094 -0.09587
H 6.21420 -1.87672 -0.80446
```

Atom charges from the Löwdin analysis, given in e for atoms 1 to 4:
1 C -0.249
2 C 0.079
3 C 0.426
4 N 0.180

---

Formula: C5H5N
Source: the OMol25 dataset
Level of theory: ωB97M-V with the def2-TZVPD basis set

Output
HOMO level, eV: -10.5
SMILES string: C#CCCC#N
Energy above the lowest of the compared OMol25 structures with the same formula, charge and spin, kcal per mole: 47.2
E_LUMO, eV: 0.7

```
11
C5H5N, DFT ωB97M-V with the def2-TZVPD basis set
C 2.65095 -0.15849 0.09851
C 1.50600 0.18923 -0.03481
C 0.11739 0.59682 -0.26314
C -0.90630 -0.31470 0.45769
C -2.17219 -0.36282 -0.28194
N -3.14111 -0.39755 -0.91288
H 3.66900 -0.46369 0.20512
H -0.03013 1.63559 0.05407
H -0.07324 0.56824 -1.34017
H -0.52006 -1.33511 0.54358
H -1.10029 0.04248 1.47396
```

Atom charges from the Löwdin analysis, given in e for atoms 1 to 4:
1 C 0.113
2 C -0.150
3 C -0.209
4 C -0.176

---

Formula: C16H27GeHfN3O4S
Source: the OMol25 dataset
Level of theory: ωB97M-V with the def2-TZVPD basis set

Output
Total charge: +2
HOMO level, eV: -15.3
Energy above the lowest of the compared OMol25 structures with the same formula, charge and spin, kcal per mole: 11.6
E_LUMO, eV: -7.8

```
53
C16H27GeHfN3O4S, DFT ωB97M-V with the def2-TZVPD basis set
Hf 0.89932 0.45363 -0.60572
O -0.87490 0.48480 0.35938
C -1.01706 1.17350 1.43051
C 0.01320 1.60640 2.28665
C -0.40012 2.36341 3.40766
C 0.52568 2.74657 4.31891
C 1.87074 2.39640 4.19248
C 2.29741 1.65123 3.11040
C 1.39250 1.26055 2.14332
O 1.81846 0.53042 1.09136
N 0.08907 3.54347 5.48768
O 0.94449 3.84632 6.28367
O -1.06842 3.89194 5.50657
H -2.03908 1.41962 1.71317
H -1.43833 2.64319 3.54435
H 2.56390 2.71519 4.96086
H 3.33345 1.36049 2.99893
C -3.83662 -2.56511 -1.88815
C -2.69140 -3.45474 -2.35058
N -1.36357 -2.86233 -2.11421
C -0.73579 -2.82890 -0.94680
S 0.86916 -2.12759 -0.85550
N -1.29302 -3.37426 0.11474
C -0.75618 -3.42970 1.48757
C -1.60901 -2.62586 2.45184
H -4.78921 -3.04661 -2.10724
H -3.81417 -1.60734 -2.40913
H -3.79838 -2.37246 -0.81360
H -2.75125 -3.63914 -3.41906
H -2.72655 -4.43910 -1.87829
H -0.84475 -2.51330 -2.90297
H -2.19073 -3.81718 -0.02059
H 0.26483 -3.06726 1.45494
H -0.72154 -4.47765 1.78016
H -1.64147 -1.57352 2.15900
H -1.19526 -2.69701 3.45792
H -2.63351 -3.00071 2.49013
C 0.45603 0.43785 -3.42810
Ge 1.79576 1.82330 -2.88154
C 3.20485 0.68335 -1.96714
C 2.57340 2.84695 -4.29006
C 0.83327 2.50430 -1.31075
H 0.91629 -0.38890 -3.96610
H -0.31010 0.90068 -4.04958
H -0.09312 -0.00451 -2.58293
H 3.85191 0.23746 -2.71903
H 2.86899 -0.19321 -1.38571
H 3.81491 1.29186 -1.30033
H 3.02449 2.16271 -5.00676
H 3.33805 3.50123 -3.87477
H 1.80774 3.44656 -4.77807
H -0.12807 2.92017 -1.61793
H 1.39370 3.26280 -0.76154
```

Atom charges from the Löwdin analysis, given in e for atoms 1 to 4:
1 Hf 1.382
2 O -0.158
3 C -0.084
4 C -0.109

---

Formula: C8H5FN2O
Source: the OMol25 dataset
Level of theory: ωB97M-V with the def2-TZVPD basis set

Output
HOMO level (spin up / spin down), eV: -6.4 / -9.4
2S+1: 3
E_LUMO (spin up / spin down), eV: 0.7 / -2.7

```
17
C8H5FN2O, DFT ωB97M-V with the def2-TZVPD basis set
C -2.27653 0.10388 -0.51963
C -2.12115 -1.15766 0.14445
C -1.26914 0.99583 -0.53722
C -0.92329 -1.53179 0.63687
C 0.00136 0.70165 0.08701
C 0.24488 -0.70716 0.44623
C 3.26220 -0.35587 -0.63530
C 0.82417 1.72543 0.38855
N 1.37132 -1.33982 0.51249
N 2.52893 -0.81096 0.18645
O 4.12422 0.01230 -1.32228
F 1.95252 1.58453 1.08665
H -3.22336 0.34058 -0.97969
H -2.98097 -1.80536 0.22644
H -1.37619 1.97343 -0.98324
H -0.75701 -2.49129 1.09889
H 0.61802 2.76227 0.16331
```

Atom charges from the Löwdin analysis, given in e for atoms 1 to 4:
1 C -0.076
2 C -0.080
3 C -0.033
4 C -0.009

---

Formula: C7H10N3
Source: the OMol25 dataset
Level of theory: ωB97M-V with the def2-TZVPD basis set

Output
Total charge: +1
HOMO level (spin up / spin down), eV: -11.6 / -11.6
Energy above the lowest of the compared OMol25 structures with the same formula, charge and spin, kcal per mole: 68.4
E_LUMO (spin up / spin down), eV: -4.7 / -4.7

```
20
C7H10N3, DFT ωB97M-V with the def2-TZVPD basis set
C 2.17709 -1.57246 -0.02200
C 3.00469 -0.46503 0.19037
C 0.84018 -1.32729 -0.18400
C 2.46047 0.77825 0.16786
C 0.27303 -0.03752 -0.13275
C -2.20866 0.45673 0.25652
C -3.54116 -0.09836 0.04183
N 1.12317 1.06693 -0.04847
N -1.13953 -0.10503 -0.23392
N 0.75905 2.28192 -0.20824
H 2.57059 -2.57312 -0.05044
H 4.06344 -0.58364 0.35085
H 0.17559 -2.16988 -0.31466
H 3.08190 1.65249 0.28521
H -2.09496 1.39303 0.79294
H -4.12268 0.56244 -0.60712
H -4.07824 -0.12442 0.99211
H -3.51905 -1.09544 -0.39702
H -1.35897 -0.97459 -0.73190
H 1.53406 2.93501 -0.14717
```

Atom charges from the Löwdin analysis, given in e for atoms 1 to 4:
1 C -0.057
2 C -0.024
3 C -0.010
4 C -0.026

---

Formula: C16H38CuN2O11
Source: the OMol25 dataset
Level of theory: ωB97M-V with the def2-TZVPD basis set

Output
Total charge: -1
HOMO level, eV: -4.7
E_LUMO, eV: 2.8

```
68
C16H38CuN2O11, DFT ωB97M-V with the def2-TZVPD basis set
Cu -0.43829 -0.75037 -0.49093
O -2.23719 -2.69392 2.94103
C -1.63841 -2.61095 1.70102
O -0.90256 -3.58987 1.31826
O -1.89256 -1.57646 1.08027
H -2.10744 -3.62486 3.10278
O -0.32367 1.14727 -4.00002
C 0.13024 0.39596 -2.93285
O 1.32055 -0.02648 -3.00561
O -0.74323 0.31624 -2.04601
H 0.47492 1.27260 -4.56193
C -5.72431 -3.93859 -0.59605
C -4.24786 -3.65915 -0.29847
O -3.68711 -4.70048 0.40221
H -5.80081 -4.74339 -1.31585
H -6.25387 -3.09833 -1.00520
H -6.23072 -4.22349 0.29455
H -4.17680 -2.78850 0.33158
H -3.68924 -3.39908 -1.23628
H -2.77699 -4.43859 0.70076
C 3.18502 2.32197 2.38899
O 4.00542 3.09721 1.51385
C 3.56227 4.43340 1.30008
C 2.21659 4.60410 0.68545
N 2.21375 3.99803 -0.67750
C 1.25184 4.41483 -1.71912
C -0.13247 3.82793 -1.53938
O -0.65005 4.34874 -0.34711
C -2.02468 4.09749 -0.20359
H 3.68563 1.35441 2.52765
H 2.15302 2.10330 2.00743
H 3.21644 2.79790 3.37088
H 4.22874 4.82353 0.57325
H 3.63107 4.97274 2.26733
H 2.04762 5.71693 0.73532
H 1.38465 4.24271 1.34182
H 2.39392 2.96894 -0.63098
H 1.65463 3.99180 -2.66403
H 1.13245 5.53100 -1.79078
H -0.04080 2.67096 -1.50054
H -0.89307 4.07559 -2.29807
H -2.35976 4.62019 0.75283
H -2.22078 3.04839 -0.15586
H -2.63438 4.48463 -1.00963
C 0.28902 -5.21479 -1.80100
O 1.54225 -4.60827 -1.55944
C 1.52959 -3.19425 -1.94487
C 2.07986 -2.30295 -0.79690
N 1.03641 -1.90918 0.22472
C 1.76042 -1.26220 1.38627
C 0.79747 -0.46227 2.25777
O 0.28955 0.52999 1.36879
C -0.82735 1.25978 1.99146
H 0.28427 -6.13757 -1.21940
H 0.13443 -5.40471 -2.86049
H -0.54857 -4.64149 -1.35031
H 0.52839 -2.78496 -2.32401
H 2.20207 -3.13034 -2.81479
H 2.50932 -1.38629 -1.18525
H 2.94783 -2.88706 -0.36238
H 0.58425 -2.71686 0.57768
H 2.63147 -0.66467 1.04070
H 2.20612 -2.00231 2.00778
H 1.43181 -0.00720 2.99798
H -0.00142 -1.12840 2.71952
H -1.29613 1.83124 1.18180
H -0.50143 1.84159 2.87062
H -1.67136 0.56689 2.28217
```

Atom charges from the Löwdin analysis, given in e for atoms 1 to 4:
1 Cu 0.398
2 O 0.072
3 C -0.799
4 O -0.066

---

Formula: C29H23F5IN3OPrS2
Source: the OMol25 dataset
Level of theory: ωB97M-V with the def2-TZVPD basis set

Output
Total charge: +1
HOMO level (spin up / spin down), eV: -10.7 / -10.7
2S+1: 3
E_LUMO (spin up / spin down), eV: -4.8 / -4.7

```
65
C29H23F5IN3OPrS2, DFT ωB97M-V with the def2-TZVPD basis set
Pr 2.39158 -0.70221 1.34157
S 0.24378 0.91479 1.34157
C -1.22412 0.09019 1.32227
N -2.47792 0.73799 1.27457
C -3.66372 -0.05801 1.00217
C -3.64832 -1.33881 1.80777
N -2.47152 -2.12991 1.49647
C -2.64752 -3.59081 1.46127
C -2.68242 -4.13591 0.04937
C -3.63682 -3.69551 -0.88023
C -3.65182 -4.20251 -2.18153
C -2.71972 -5.16251 -2.56823
C -1.77382 -5.61851 -1.65363
C -1.75672 -5.11071 -0.35303
C -1.22152 -1.48591 1.38667
S 0.24468 -2.31861 1.34157
C -2.65842 2.20069 1.27487
C -2.91552 2.78369 -0.09593
C -4.22272 2.90389 -0.59193
C -4.45742 3.44969 -1.85543
C -3.38982 3.88549 -2.63713
C -2.08762 3.77519 -2.15633
C -1.85162 3.22619 -0.89493
H -3.68492 -0.26911 -0.07323
H -4.56052 0.51129 1.26747
H -4.55612 -1.91161 1.59147
H -3.62432 -1.12731 2.88327
H -3.58192 -3.85961 1.96927
H -1.85102 -4.06691 2.04267
H -4.37302 -2.94691 -0.60423
H -4.38802 -3.84421 -2.89633
H -2.72652 -5.55151 -3.58273
H -1.04132 -6.36321 -1.95393
H -1.00032 -5.47201 0.34117
H -1.80362 2.70569 1.73517
H -3.50422 2.42769 1.93717
H -5.07162 2.58259 0.00597
H -5.47382 3.53939 -2.22973
H -3.57122 4.31389 -3.61913
H -1.25192 4.11829 -2.76103
H -0.82632 3.15829 -0.53793
I 7.80858 2.38249 1.15587
C 6.85568 0.55019 1.26617
C 7.58938 -0.62981 1.33717
C 6.91328 -1.84591 1.41037
C 5.52688 -1.83141 1.40957
N 4.78848 -0.70221 1.34157
C 5.47098 0.46639 1.27117
H 8.67558 -0.61891 1.33657
H 7.45508 -2.78361 1.46687
H 4.95698 -2.75481 1.46517
H 4.84368 1.35169 1.21797
F 2.77398 4.65039 -3.11993
C 2.85328 3.87299 -2.02833
C 3.37418 4.37609 -0.85323
F 3.80198 5.64829 -0.80563
C 3.45548 3.56509 0.28067
F 3.97438 4.12139 1.39267
C 3.02268 2.21319 0.30197
O 3.09828 1.47279 1.34157
C 2.49838 1.75859 -0.93643
F 2.05188 0.49259 -1.05213
C 2.41458 2.56499 -2.07353
F 1.90728 2.07209 -3.21503
H 3.05868 -2.75541 1.34157
```

Atom charges from the Löwdin analysis, given in e for atoms 1 to 4:
1 Pr 0.845
2 S 0.826
3 C -0.499
4 N -0.074

---

Number 1: calculated total energy -20798.3665 eV. Number 2: calculated total energy -9213.3732 eV. Number 3: calculated total energy -6753.8592 eV. Number 4: calculated total energy -98332.6787 eV. Number 5: calculated total energy -16117.3007 eV. Number 6: calculated total energy -11882.0492 eV. Number 7: calculated total energy -87351.8301 eV. Number 8: calculated total energy -94383.9102 eV.